88
Properties=species:S:1:pos:R:3:mulliken_spin:R:1 method="wB97M-V/def2-TZVPD" multiplicity=3 gap_ev="5.52 / 5.60" total_energy_ha=-2462.63331 s_squared=2.02 total_charge=+2
Mo 0.12 -0.10 0.51 1.81
N 5.13 0.71 -6.03 0.00
C 4.67 0.57 -4.77 0.00
C 3.96 -0.58 -4.38 0.00
C 3.50 -0.73 -3.10 0.00
C 3.74 0.29 -2.17 0.00
C 4.45 1.44 -2.52 0.00
C 4.90 1.58 -3.81 0.00
S 3.20 0.11 -0.55 0.01
O 2.89 -1.27 -0.25 0.00
O 4.00 0.89 0.34 0.00
N 1.63 0.76 -0.49 -0.02
C 1.39 2.10 -0.23 0.03
N 0.25 2.13 0.49 -0.02
C -0.12 3.31 1.00 0.01
C 0.62 4.44 0.70 -0.01
C 1.73 4.29 -0.12 0.01
N 2.14 3.11 -0.58 -0.01
H 5.05 -0.04 -6.69 0.00
H 5.71 1.49 -6.29 0.00
H 3.80 -1.37 -5.11 0.00
H 2.98 -1.63 -2.80 0.00
H 4.63 2.21 -1.79 0.00
H 5.45 2.47 -4.09 0.00
H -0.98 3.33 1.64 0.00
H 0.34 5.41 1.10 0.00
H 2.32 5.15 -0.41 0.00
C -1.75 -3.14 -1.39 0.01
C -1.42 -2.01 -2.36 -0.02
C -0.02 -1.40 -2.25 0.03
C -2.48 -0.93 -2.36 -0.04
C -3.29 -0.85 -3.49 0.00
C -4.33 0.05 -3.56 0.00
C -4.55 0.89 -2.50 0.00
C -3.77 0.88 -1.34 -0.01
C -4.20 1.92 -0.31 0.00
C -5.28 1.44 0.67 0.00
C -3.08 2.66 0.41 0.00
C -2.72 -0.06 -1.28 0.04
N -1.94 -0.18 -0.05 -0.04
C -2.63 -0.45 1.03 0.05
C -2.04 -0.38 2.30 -0.01
C -2.46 -0.66 3.60 0.04
C -1.36 -0.50 4.43 0.02
C -0.26 -0.14 3.64 0.05
N -0.68 -0.04 2.35 0.00
C 1.18 0.08 4.00 -0.02
C 1.71 -1.15 4.74 0.00
C 2.00 0.31 2.73 0.05
C 1.29 1.32 4.90 0.01
H -1.01 -3.94 -1.46 0.00
H -2.72 -3.57 -1.66 0.00
H -1.82 -2.82 -0.35 0.00
H -1.46 -2.46 -3.35 0.00
H -0.02 -0.52 -1.59 0.00
H 0.28 -0.94 -3.19 0.00
H 0.74 -2.11 -1.94 -0.01
H -3.10 -1.53 -4.31 0.00
H -4.96 0.10 -4.44 0.00
H -5.36 1.61 -2.55 0.00
H -4.68 2.69 -0.92 0.00
H -4.86 0.89 1.52 0.00
H -6.01 0.81 0.17 0.00
H -5.80 2.30 1.09 0.00
H -2.62 2.06 1.20 0.00
H -3.48 3.56 0.88 0.00
H -2.31 2.96 -0.30 0.00
H -3.68 -0.72 0.93 0.00
H -3.46 -0.95 3.89 0.00
H -1.34 -0.63 5.50 0.00
H 1.67 -2.05 4.12 0.00
H 1.13 -1.35 5.65 0.00
H 2.74 -0.99 5.04 0.00
H 1.91 -0.54 2.01 -0.02
H 3.07 0.32 2.94 0.00
H 1.78 1.27 2.26 0.00
H 0.74 1.18 5.83 0.00
H 0.90 2.21 4.40 0.00
H 2.34 1.50 5.16 0.00
N 1.32 -5.39 0.25 0.00
N 0.82 -4.23 0.80 0.01
N 0.18 -4.18 1.95 0.00
C -0.16 -2.92 2.02 0.03
N 0.29 -2.24 0.93 0.00
N 0.90 -3.12 0.16 0.01
H 1.02 -6.16 0.84 0.00
H 2.33 -5.34 0.21 0.00
H -0.72 -2.49 2.83 0.00



10
Properties=species:S:1:pos:R:3:mulliken_charge:R:1 method="wB97M-V/def2-TZVPD" gap_ev=8.34 total_energy_ha=-646.04331
C -0.04 0.06 0.00 -0.19
C -0.78 -1.06 -0.05 -0.34
C -0.59 1.36 0.05 -0.25
C -2.35 -1.03 -0.01 0.56
O -2.90 0.21 -0.04 -0.28
O -3.04 -2.00 0.05 -0.51
P -2.25 1.70 -0.01 -0.03
H 1.04 -0.02 0.00 0.34
H -0.38 -2.06 -0.11 0.38
H 0.10 2.19 0.11 0.33



20
Properties=species:S:1:pos:R:3:mulliken_charge:R:1 method="wB97M-V/def2-TZVPD" gap_ev=8.19 total_energy_ha=-328.17668
C 1.56 0.62 2.65 -1.08
C 0.18 0.21 2.15 -0.63
C 0.18 -0.90 1.11 -0.49
C 0.78 -0.40 -0.24 -0.59
C -1.22 -0.62 -1.71 -0.52
N -0.22 -0.04 -1.21 -0.27
H 1.48 1.07 3.63 0.36
H 2.07 1.44 2.12 0.34
H 2.13 -0.32 2.80 0.24
H -0.20 1.11 1.65 0.28
H -0.55 0.10 2.98 0.36
H -0.83 -1.33 0.96 0.39
H 0.68 -1.86 1.34 0.33
H 1.35 0.51 -0.05 0.30
H 1.53 -1.09 -0.64 0.35
H -1.07 -1.40 -2.48 0.31
H -2.19 -0.46 -1.21 0.30
H -1.61 1.57 -5.22 0.31
H -2.18 0.45 -4.27 0.32
O -1.88 1.35 -4.33 -0.62



Results for F_max: 0.4; 2.8; 2.4 (in eV/A, following the order of the records).
Results for energy above the lowest of the compared OMol25 structures with the same formula, charge and spin: 12.4; 0.0; 89.2 (in kcal per mole, following the order of the records).
Results for molar mass: 739.76; 114.04; 103.16 (in g/mol, following the order of the records).